Below is a cluster of 11 separate species, C23H68N4O11 in total in a non-equilibrium geometry, with properties calculated with wB97M-V/def2-TZVPD.

Geometry (Å):
C: -1.90 4.05 -0.89
O: -2.18 4.85 0.17
H: -1.42 4.60 -1.67
H: -2.84 3.62 -1.15
H: -1.15 3.28 -0.62
H: -2.88 5.51 -0.04
C: -1.37 3.19 -3.97
O: -1.92 2.10 -4.76
H: -1.90 4.10 -4.08
H: -0.43 3.24 -4.43
H: -1.17 2.87 -2.90
H: -1.88 2.28 -5.73
C: 0.26 0.67 0.07
O: 1.54 0.10 -0.01
H: 0.18 1.06 1.12
H: -0.57 0.00 -0.10
H: 0.15 1.52 -0.57
H: 1.75 0.07 -0.96
C: -3.35 0.70 -2.28
O: -3.09 0.34 -0.97
N: -4.43 0.14 -2.72
N: -2.80 0.08 -3.30
H: -4.89 1.03 -3.13
H: -5.07 0.04 -1.89
H: -2.60 0.83 -3.99
H: -1.81 -0.08 -2.97
C: 1.38 0.15 -3.00
O: 0.05 0.19 -2.87
N: 1.98 -0.80 -3.63
N: 2.14 1.08 -2.58
H: 1.42 -1.47 -4.16
H: 2.96 -0.95 -3.73
H: 1.66 1.95 -2.19
H: 3.13 1.16 -2.50
C: -4.70 -1.62 1.86
C: -3.48 -2.27 1.15
C: -3.46 -3.79 1.29
O: -3.23 -1.88 -0.01
H: -4.65 -0.52 1.84
H: -4.74 -1.91 2.90
H: -5.62 -1.95 1.42
H: -2.67 -1.95 1.79
H: -3.48 -3.99 2.39
H: -2.54 -4.21 0.85
H: -4.33 -4.19 0.82
H: -3.09 -0.91 0.01
C: -0.85 -4.59 -1.59
C: -0.24 -3.11 -1.59
C: 1.25 -3.06 -1.35
O: -0.45 -2.51 -2.68
H: -1.92 -4.60 -1.34
H: -0.41 -5.26 -0.86
H: -0.78 -4.99 -2.64
H: -0.83 -2.49 -0.86
H: 1.99 -3.55 -2.11
H: 1.59 -3.45 -0.40
H: 1.64 -2.03 -1.28
H: 0.11 -1.72 -2.79
C: 2.20 -2.46 3.62
C: 1.44 -1.71 2.46
C: 0.06 -2.30 2.12
O: 1.16 -0.55 2.73
H: 3.27 -2.39 3.68
H: 2.12 -3.53 3.55
H: 1.84 -2.21 4.62
H: 2.21 -1.68 1.62
H: 0.17 -3.33 1.74
H: -0.40 -1.70 1.42
H: -0.62 -2.34 2.96
H: 1.10 -0.20 1.76
C: 5.22 -0.33 0.51
C: 5.70 -1.53 -0.20
C: 4.42 -2.31 -0.43
O: 6.14 -1.35 -1.36
H: 4.37 0.09 0.02
H: 5.93 0.51 0.45
H: 4.98 -0.49 1.58
H: 6.38 -2.14 0.32
H: 4.53 -3.20 -0.97
H: 3.62 -1.86 -0.94
H: 4.04 -2.54 0.56
H: 7.08 -1.10 -1.28
C: -2.15 0.94 2.85
C: -2.19 1.95 1.77
C: -3.65 2.24 1.56
O: -1.63 3.04 1.99
H: -2.82 0.17 2.80
H: -2.50 1.37 3.85
H: -1.14 0.47 3.03
H: -1.86 1.42 0.89
H: -4.41 1.53 1.79
H: -3.85 2.69 0.68
H: -3.91 2.99 2.28
H: -1.73 3.77 1.40
C: 3.36 2.36 1.41
C: 2.72 3.51 2.16
C: 1.21 3.30 2.25
O: 3.21 3.67 3.28
H: 4.42 2.58 1.33
H: 2.95 2.28 0.34
H: 3.43 1.40 1.89
H: 2.97 4.46 1.59
H: 0.79 3.38 1.23
H: 0.86 4.20 2.72
H: 0.82 2.45 2.66
H: 4.14 3.50 3.30

The lowest unoccupied orbital energy is -0.012 Ha. The calculation puts the HOMO-LUMO gap at 7.29 eV. The calculation puts the HOMO energy at -7.62 eV. The energy above the lowest of the compared OMol25 structures with the same formula, charge and spin is 17.9506 eV.

These are the Mulliken partial charges, in e, on atoms 1 to 8: -0.74 -0.64 0.50 0.50 0.05 0.34 -0.27 -0.53